No. 1
{
  "formula": "C27H46BrNOP2Ti",
  "method": "the ωB97M-V functional and the def2-TZVPD basis",
  "symbols": ["N", "C", "C", "C", "C", "C", "C", "Ti", "P", "C", "C", "C", "C", "C", "C", "C", "Br", "H", "H", "H", "H", "H", "H", "H", "H", "H", "H", "P", "C", "C", "H", "H", "H", "H", "H", "C", "C", "H", "H", "H", "H", "H", "C", "C", "H", "H", "H", "H", "H", "C", "C", "H", "H", "H", "H", "H", "C", "C", "H", "H", "H", "H", "H", "C", "C", "H", "H", "H", "H", "H", "C", "C", "O", "H", "H", "H", "H", "H", "H"],
  "positions_angstrom": [[5.273, -1.496, 4.707], [4.097, -1.212, 5.269], [2.910, -1.830, 4.853], [2.944, -2.695, 3.731], [4.216, -3.053, 3.225], [5.349, -2.400, 3.730], [1.725, -3.061, 3.032], [-0.923, -0.669, -0.477], [-2.220, 1.252, -1.838], [1.733, -3.554, 1.764], [0.624, -3.256, 0.844], [0.888, -3.065, -0.535], [-0.116, -2.637, -1.433], [-1.456, -2.554, -0.944], [-1.719, -2.616, 0.463], [-0.672, -2.985, 1.334], [-2.964, -2.255, -2.288], [0.784, -2.861, 3.561], [2.600, -4.077, 1.349], [1.968, -1.605, 5.354], [4.343, -3.793, 2.440], [4.079, -0.486, 6.088], [6.344, -2.631, 3.330], [1.918, -3.175, -0.893], [-0.867, -3.112, 2.400], [0.069, -2.587, -2.510], [-2.755, -2.581, 0.800], [1.352, 0.491, -0.775], [-3.636, 0.661, -0.805], [-4.972, 0.599, -1.543], [-3.695, 1.349, 0.054], [-3.409, -0.345, -0.399], [-5.763, 0.265, -0.857], [-5.278, 1.576, -1.928], [-4.944, -0.129, -2.360], [-2.331, 0.813, -3.633], [-3.437, 1.417, -4.497], [-2.395, -0.289, -3.667], [-1.348, 1.083, -4.059], [-3.433, 0.926, -5.481], [-4.438, 1.267, -4.072], [-3.274, 2.485, -4.680], [-2.379, 3.081, -1.757], [-3.735, 3.703, -2.093], [-1.596, 3.493, -2.414], [-2.108, 3.342, -0.722], [-3.633, 4.797, -2.090], [-4.100, 3.420, -3.087], [-4.502, 3.451, -1.351], [1.691, 2.229, -0.274], [0.886, 3.352, -0.922], [2.761, 2.392, -0.478], [1.552, 2.263, 0.814], [1.428, 4.302, -0.811], [0.709, 3.201, -1.992], [-0.086, 3.489, -0.438], [1.876, 0.575, -2.544], [2.299, -0.746, -3.173], [2.688, 1.317, -2.596], [1.013, 0.998, -3.081], [2.784, -0.547, -4.136], [3.014, -1.302, -2.557], [1.438, -1.392, -3.370], [2.726, -0.435, 0.046], [3.253, 0.151, 1.350], [3.536, -0.592, -0.681], [2.327, -1.432, 0.276], [4.119, -0.428, 1.693], [3.555, 1.197, 1.249], [2.493, 0.081, 2.138], [-1.124, 1.213, 3.550], [-1.321, 1.270, 2.043], [-1.187, -0.061, 1.462], [-1.933, 0.671, 4.046], [-1.129, 2.226, 3.963], [-0.173, 0.749, 3.829], [-2.316, 1.633, 1.772], [-0.580, 1.905, 1.548], [-1.418, -0.738, 2.132]],
  "total_charge": 4,
  "multiplicity": 1,
  "mol_weight_g_mol": 590.39,
  "homo_energy_ev": [-19.8, -19.8],
  "homo_lumo_gap_ev": [4.48, 4.49],
  "e_lumo_ev": [-15.296, -15.284]
}

No. 2
{
  "formula": "C5H5NO2",
  "method": "the ωB97M-V functional and the def2-TZVPD basis",
  "symbols": ["O", "C", "C", "C", "C", "C", "O", "N", "H", "H", "H", "H", "H"],
  "positions_angstrom": [[2.204, -1.529, -0.043], [1.359, -0.718, -0.055], [1.505, 0.735, -0.023], [0.461, 1.409, -0.048], [-0.847, 0.995, 0.020], [-1.097, -0.407, -0.099], [-2.210, -1.040, -0.146], [0.026, -1.213, 0.022], [2.544, 1.060, 0.159], [0.456, 2.527, -0.231], [-1.659, 1.266, -0.180], [-2.769, -1.070, 0.880], [0.027, -2.017, -0.258]],
  "multiplicity": 1,
  "mol_weight_g_mol": 111.10,
  "homo_energy_ev": -8.3,
  "homo_lumo_gap_ev": 7.95,
  "e_lumo_ev": -0.350,
  "smiles": "O=c1cccc(O)[nH]1",
  "relative_energy_ev": 4.535
}

No. 3
{
  "formula": "C15H24GaN4O5",
  "method": "the ωB97M-V functional and the def2-TZVPD basis",
  "symbols": ["O", "H", "Ga", "N", "N", "O", "O", "C", "C", "C", "C", "H", "H", "H", "H", "H", "H", "H", "H", "O", "H", "H", "C", "H", "H", "H", "O", "H", "H", "C", "C", "C", "C", "N", "C", "C", "C", "C", "C", "C", "N", "H", "H", "H", "H", "H", "H", "H", "H"],
  "positions_angstrom": [[-1.760, -2.168, 3.364], [-1.967, -2.664, 4.185], [-0.019, 0.074, -0.389], [-0.787, -0.049, -2.181], [-1.954, -0.322, -0.009], [-0.054, -0.239, -3.394], [-2.602, -0.118, 1.248], [-2.109, -0.187, -2.319], [-2.781, -0.261, -1.080], [-2.703, -0.263, -3.667], [-4.253, -0.258, -0.926], [-1.969, -0.638, -4.385], [-3.053, 0.716, -4.024], [-3.566, -0.934, -3.644], [-4.517, 0.137, 0.058], [-4.662, -1.275, -1.013], [-4.747, 0.362, -1.685], [0.657, 0.434, -3.386], [-2.418, -0.936, 1.798], [-0.509, 2.310, -0.513], [-0.842, 2.473, -1.419], [-1.229, 2.587, 0.093], [-0.858, -2.967, 2.576], [0.130, -2.499, 2.579], [-1.251, -3.021, 1.556], [-0.747, -3.985, 2.963], [0.599, -2.126, -0.778], [0.177, -2.597, -1.531], [1.543, -2.373, -0.850], [3.838, 0.696, -2.290], [4.434, 1.589, -1.390], [3.795, 1.866, -0.182], [2.562, 1.261, 0.096], [1.913, 0.538, -0.878], [2.593, 0.148, -1.990], [1.931, 1.221, 1.399], [2.509, 1.697, 2.581], [1.883, 1.471, 3.802], [0.691, 0.738, 3.827], [0.129, 0.307, 2.626], [0.715, 0.580, 1.428], [4.344, 0.406, -3.213], [5.418, 2.021, -1.592], [4.246, 2.504, 0.578], [2.140, -0.629, -2.616], [3.441, 2.244, 2.506], [2.310, 1.870, 4.721], [0.164, 0.520, 4.761], [-0.806, -0.259, 2.599]],
  "total_charge": 1,
  "multiplicity": 1,
  "mol_weight_g_mol": 410.10,
  "homo_energy_ev": [-10.0, -8.1],
  "homo_lumo_gap_ev": [7.18, 4.86],
  "e_lumo_ev": [-2.797, -3.267],
  "relative_energy_ev": 0.000
}

No. 4
{
  "formula": "C22H25N5O3S2",
  "method": "the ωB97M-V functional and the def2-TZVPD basis",
  "symbols": ["C", "C", "C", "C", "C", "S", "O", "O", "N", "C", "C", "C", "C", "C", "C", "C", "N", "C", "O", "C", "S", "C", "N", "N", "C", "N", "C", "C", "C", "C", "C", "C", "H", "H", "H", "H", "H", "H", "H", "H", "H", "H", "H", "H", "H", "H", "H", "H", "H", "H", "H", "H", "H", "H", "H", "H", "H"],
  "positions_angstrom": [[-1.507, -4.751, 0.217], [-0.590, -3.656, -0.234], [0.785, -3.806, -0.132], [1.648, -2.782, -0.483], [1.119, -1.595, -0.950], [2.208, -0.212, -1.260], [3.522, -0.718, -1.552], [1.609, 0.682, -2.207], [2.138, 0.591, 0.231], [2.585, 1.973, 0.153], [4.108, 2.089, 0.112], [4.717, 1.388, 1.324], [4.260, -0.069, 1.345], [2.732, -0.124, 1.346], [-0.239, -1.430, -1.117], [-1.104, -2.456, -0.752], [-2.495, -2.304, -0.804], [-3.196, -1.277, -1.360], [-2.749, -0.475, -2.145], [-4.623, -1.189, -0.843], [-4.668, 0.232, 0.323], [-3.096, 0.000, 1.055], [-2.709, -1.066, 1.703], [-1.410, -0.917, 1.994], [-1.020, 0.229, 1.517], [-2.050, 0.871, 0.904], [-2.027, 2.099, 0.217], [-3.063, 3.007, 0.395], [-3.045, 4.199, -0.307], [-2.002, 4.484, -1.172], [-0.970, 3.574, -1.337], [-0.975, 2.377, -0.645], [-2.071, -4.430, 1.094], [-2.208, -5.028, -0.570], [-0.934, -5.633, 0.491], [1.186, -4.735, 0.243], [2.718, -2.892, -0.411], [2.145, 2.395, -0.751], [2.184, 2.501, 1.026], [4.467, 1.612, -0.802], [4.391, 3.143, 0.091], [5.806, 1.440, 1.280], [4.390, 1.890, 2.239], [4.641, -0.582, 2.229], [4.630, -0.576, 0.453], [2.373, -1.154, 1.304], [2.349, 0.333, 2.267], [-0.612, -0.511, -1.538], [-2.991, -2.907, -0.162], [-5.309, -0.915, -1.641], [-4.962, -2.084, -0.324], [-0.027, 0.621, 1.579], [-3.870, 2.780, 1.075], [-3.851, 4.905, -0.175], [-1.996, 5.414, -1.720], [-0.160, 3.783, -2.018], [-0.181, 1.662, -0.794]],
  "multiplicity": 1,
  "mol_weight_g_mol": 471.61,
  "homo_energy_ev": -8.7,
  "homo_lumo_gap_ev": 9.22,
  "e_lumo_ev": 0.525,
  "smiles": "Cc1ccc(S(=O)(=O)N2CCCCC2)cc1NC(=O)CSc1nncn1-c1ccccc1",
  "relative_energy_ev": 0.238
}

No. 5
{
  "formula": "C3H5O3",
  "method": "the ωB97M-V functional and the def2-TZVPD basis",
  "symbols": ["O", "C", "O", "H", "C", "C", "O", "H", "H", "H", "H"],
  "positions_angstrom": [[1.080, -1.226, 1.738], [0.276, -0.439, 2.279], [-0.420, 0.469, 1.780], [0.162, -0.570, 3.397], [0.578, -0.392, -1.454], [-0.461, 0.415, -1.487], [-0.889, 1.000, -2.675], [0.930, -0.795, -0.511], [1.093, -0.612, -2.383], [-1.006, 0.712, -0.596], [-1.770, 1.352, -2.524]],
  "total_charge": -1,
  "multiplicity": 1,
  "mol_weight_g_mol": 89.07,
  "homo_energy_ev": -4.0,
  "homo_lumo_gap_ev": 7.63,
  "e_lumo_ev": 3.589,
  "relative_energy_ev": 0.810
}

No. 6
{
  "formula": "C5H8O",
  "method": "the ωB97M-V functional and the def2-TZVPD basis",
  "symbols": ["C", "C", "C", "C", "C", "O", "H", "H", "H", "H", "H", "H", "H", "H"],
  "positions_angstrom": [[-0.582, 0.854, 1.492], [0.060, -0.070, 0.505], [-0.679, -0.853, -0.549], [0.395, -0.654, -1.586], [1.266, 0.275, -1.054], [2.371, 0.754, -0.991], [0.168, 1.420, 2.054], [-1.255, 1.552, 0.990], [-1.157, 0.252, 2.204], [0.830, -0.696, 0.979], [-0.768, -1.913, -0.275], [-1.684, -0.470, -0.763], [0.633, -1.306, -2.417], [0.326, 0.950, -0.559]],
  "multiplicity": 1,
  "mol_weight_g_mol": 84.12,
  "homo_energy_ev": -8.3,
  "homo_lumo_gap_ev": 8.85,
  "e_lumo_ev": 0.600,
  "relative_energy_ev": 3.911
}

No. 7
{
  "formula": "C5H7N",
  "method": "the ωB97M-V functional and the def2-TZVPD basis",
  "symbols": ["C", "C", "N", "C", "C", "C", "H", "H", "H", "H", "H", "H", "H"],
  "positions_angstrom": [[1.001, -0.438, -1.847], [0.446, -0.415, -0.445], [0.989, -1.042, 0.570], [-0.190, -0.568, 1.576], [-0.224, 0.924, 1.895], [-0.676, 0.225, 0.370], [0.635, -1.392, -2.303], [2.141, -0.397, -1.653], [0.734, 0.396, -2.373], [-0.658, -1.543, 1.943], [-1.103, 1.125, 2.534], [0.723, 1.560, 1.986], [-1.523, 0.473, -0.122]],
  "multiplicity": 1,
  "mol_weight_g_mol": 81.12,
  "homo_energy_ev": -8.9,
  "homo_lumo_gap_ev": 10.03,
  "e_lumo_ev": 1.093,
  "smiles": "CC1=N[C@H]2C[C@@H]12",
  "relative_energy_ev": 4.279
}

> What is the formula in the fifth record?

C3H5O3

> What is the formula in the sixth record?

C5H8O